No. 1
ORCA calculation (the ωB97M-V functional and the def2-TZVPD basis) on C24H33N5O4 in the gas phase.

Cartesian coordinates (Å):
C  -5.983  -0.769  -0.578
C  -5.653  0.580  0.030
O  -4.302  0.920  -0.297
C  -3.930  2.157  0.103
O  -4.651  2.902  0.723
N  -2.673  2.479  -0.288
C  -1.739  1.580  -0.922
C  -0.557  1.307  0.024
N  0.025  2.552  0.469
C  1.223  3.019  0.085
C  2.357  2.522  -0.569
N  2.693  1.375  -1.197
C  4.094  1.050  -1.379
C  4.581  0.252  -0.155
N  3.586  -0.765  0.140
C  3.803  -2.037  -0.518
C  2.509  -2.843  -0.450
N  2.122  -3.047  0.933
C  0.954  -3.911  1.079
C  -0.286  -3.366  0.412
C  -0.552  -3.658  -0.921
C  -1.619  -3.068  -1.577
C  -2.436  -2.175  -0.906
C  -2.197  -1.896  0.429
C  -1.129  -2.487  1.082
C  1.986  -1.780  1.623
C  3.296  -0.998  1.538
C  3.084  3.789  -0.405
O  4.182  4.190  -0.720
C  1.873  4.320  0.330
O  1.548  5.332  0.910
C  -0.925  3.443  1.103
C  -2.087  3.729  0.147
H  -5.350  -1.545  -0.157
H  -5.839  -0.740  -1.655
H  -7.021  -1.011  -0.370
H  -6.315  1.362  -0.356
H  -5.758  0.559  1.121
H  -2.241  0.648  -1.174
H  -1.364  2.052  -1.838
H  0.189  0.701  -0.489
H  -0.920  0.757  0.901
H  2.172  0.539  -0.947
H  4.183  0.447  -2.287
H  4.666  1.969  -1.497
H  5.579  -0.168  -0.341
H  4.652  0.934  0.696
H  4.616  -2.606  -0.037
H  4.068  -1.864  -1.563
H  1.732  -2.303  -1.020
H  2.662  -3.821  -0.912
H  0.782  -4.044  2.150
H  1.216  -4.881  0.647
H  0.079  -4.359  -1.449
H  -1.810  -3.304  -2.613
H  -3.262  -1.705  -1.418
H  -2.845  -1.213  0.959
H  -0.953  -2.272  2.127
H  1.183  -1.158  1.189
H  1.747  -1.980  2.670
H  4.095  -1.570  2.037
H  3.178  -0.039  2.048
H  -0.424  4.370  1.379
H  -1.312  2.956  2.005
H  -2.862  4.314  0.642
H  -1.720  4.276  -0.729

Properties
Structure (SMILES): CCOC(=O)N1CCN(c2c(NCCN3CCN(Cc4ccccc4)CC3)c(=O)c2=O)CC1
Net charge: 0
2S+1: 1
Energy, Ha: -1509.0691
ΔE to the lowest compared entry with this formula, charge and spin, eV: 2.198
Strongest force on any atom, Eh/bohr: 0.014

No. 2
ORCA calculation (the ωB97M-V functional and the def2-TZVPD basis) on C60H42Cl5FGeO5P3STl as an isolated structure.

Cartesian coordinates (Å):
Tl  -0.936  -0.180  -0.572
F  2.626  1.896  2.910
Ge  1.613  1.290  1.599
C  -0.093  1.745  2.441
C  -0.054  3.039  2.957
C  -1.133  3.550  3.666
C  -2.250  2.762  3.889
C  -2.291  1.460  3.404
C  -1.225  0.952  2.671
P  -1.210  -0.745  2.021
C  -0.082  -1.591  3.183
C  0.479  -0.922  4.272
C  1.256  -1.613  5.192
C  1.487  -2.972  5.032
C  0.928  -3.642  3.951
C  0.146  -2.956  3.036
C  -2.862  -1.404  2.394
C  -3.063  -2.319  3.427
C  -4.346  -2.751  3.733
C  -5.435  -2.266  3.024
C  -5.240  -1.339  2.011
C  -3.961  -0.912  1.692
C  2.417  -0.493  1.428
C  3.148  -0.833  2.571
C  3.892  -2.003  2.629
C  3.942  -2.846  1.534
C  3.231  -2.526  0.389
C  2.454  -1.374  0.323
P  1.555  -1.016  -1.214
C  2.678  0.024  -2.202
C  2.342  0.204  -3.547
C  3.151  0.962  -4.375
C  4.306  1.549  -3.869
C  4.648  1.364  -2.538
C  3.839  0.601  -1.705
C  1.425  -2.472  -2.290
C  0.183  -2.923  -2.726
C  0.097  -4.026  -3.567
C  1.248  -4.672  -3.984
C  2.496  -4.189  -3.603
C  2.585  -3.084  -2.777
C  2.129  2.578  0.242
C  3.451  3.012  0.392
C  3.962  4.022  -0.405
C  3.150  4.624  -1.355
C  1.838  4.206  -1.510
C  1.311  3.179  -0.720
P  -0.427  2.646  -0.979
C  -1.430  3.752  0.057
C  -2.753  3.382  0.300
C  -3.579  4.224  1.032
C  -3.096  5.430  1.519
C  -1.778  5.798  1.280
C  -0.943  4.959  0.555
C  -0.757  3.211  -2.673
C  -0.129  2.537  -3.711
C  -0.318  2.940  -5.021
C  -1.148  4.019  -5.298
C  -1.782  4.689  -4.263
C  -1.592  4.284  -2.947
H  0.821  3.659  2.800
H  -1.097  4.567  4.039
H  -3.094  3.158  4.439
H  -3.163  0.845  3.586
H  0.315  0.135  4.425
H  1.681  -1.081  6.034
H  2.096  -3.509  5.749
H  1.103  -4.701  3.810
H  -0.297  -3.480  2.205
H  -2.230  -2.698  4.003
H  -4.489  -3.469  4.531
H  -6.434  -2.612  3.259
H  -6.081  -0.961  1.443
H  -3.833  -0.212  0.881
H  3.144  -0.168  3.421
H  4.432  -2.249  3.535
H  4.521  -3.760  1.568
H  3.255  -3.206  -0.450
H  1.447  -0.264  -3.948
H  2.882  1.096  -5.416
H  4.941  2.141  -4.515
H  5.550  1.813  -2.142
H  4.125  0.453  -0.670
H  -0.723  -2.410  -2.443
H  -0.878  -4.371  -3.889
H  1.178  -5.539  -4.629
H  3.398  -4.669  -3.959
H  3.560  -2.688  -2.518
H  4.080  2.562  1.149
H  4.991  4.338  -0.284
H  3.535  5.420  -1.979
H  1.219  4.679  -2.262
H  -3.137  2.449  -0.104
H  -4.607  3.936  1.213
H  -3.745  6.085  2.086
H  -1.397  6.739  1.657
H  0.083  5.253  0.373
H  0.503  1.690  -3.496
H  0.169  2.405  -5.827
H  -1.311  4.329  -6.323
H  -2.441  5.521  -4.477
H  -2.107  4.798  -2.147
O  -3.117  1.643  -3.046
S  -2.974  0.289  -2.563
O  -3.871  -0.689  -3.112
O  -1.498  -0.192  -2.715
O  -3.067  0.310  -1.008
Cl  -2.273  -8.302  -0.952
C  -1.825  -6.662  -0.656
C  -2.707  -5.620  -0.939
Cl  -4.251  -5.970  -1.626
C  -2.349  -4.302  -0.682
Cl  -3.363  -3.028  -1.191
C  -1.116  -3.949  -0.094
O  -0.808  -2.724  0.191
C  -0.225  -5.026  0.117
Cl  1.378  -4.661  0.655
C  -0.570  -6.349  -0.147
Cl  0.574  -7.613  0.136

Properties
Net charge: 0
2S+1: 1
Energy, Ha: -8760.3836
ΔE to the lowest compared entry with this formula, charge and spin, eV: 0.134
Strongest force on any atom, Eh/bohr: 0.011

No. 3
ORCA calculation (the ωB97M-V functional and the def2-TZVPD basis) on C4H6S2 in the gas phase at a distorted geometry.

Cartesian coordinates (Å):
C  -0.818  -1.476  0.574
C  -0.680  -0.437  1.420
S  0.040  1.098  1.169
C  1.022  0.795  -0.254
S  0.112  0.155  -1.586
C  -0.134  -1.380  -0.717
H  -1.274  -2.448  0.812
H  -1.065  -0.605  2.379
H  1.375  1.699  -0.481
H  1.887  0.100  -0.242
H  -0.720  -2.062  -1.358
H  1.022  -1.753  -0.588

Properties
Structure (SMILES): C1=CSCSC1
Net charge: 0
2S+1: 1
Energy, Ha: -952.3237
ΔE to the lowest compared entry with this formula, charge and spin, eV: 1.243
Strongest force on any atom, Eh/bohr: 0.080

No. 4
ORCA calculation (the ωB97M-V functional and the def2-TZVPD basis) on C23H30N4O5 in the gas phase at a distorted geometry.

Cartesian coordinates (Å):
C  -2.265  -1.616  -2.604
C  -1.529  -0.294  -2.421
O  -1.766  0.291  -1.151
C  -3.009  0.734  -0.836
C  -4.028  1.022  -1.737
C  -5.243  1.506  -1.286
C  -5.471  1.711  0.062
C  -4.466  1.429  0.971
C  -3.244  0.952  0.532
N  -2.228  0.611  1.467
C  -2.358  -0.691  2.103
C  -1.758  -1.800  1.221
O  -2.457  -2.563  0.583
N  -0.420  -1.822  1.238
C  0.371  -2.789  0.515
C  1.331  -2.141  -0.506
C  2.703  -2.788  -0.274
C  2.412  -4.049  0.538
C  1.274  -3.606  1.449
C  -1.085  1.303  1.597
O  -0.155  0.878  2.280
C  -1.050  2.648  0.899
C  0.079  3.559  1.399
C  1.388  3.317  0.659
O  1.880  4.129  -0.091
N  1.923  2.095  0.930
C  3.082  1.589  0.397
C  4.032  2.225  -0.448
C  4.973  1.261  -0.654
C  6.235  1.252  -1.433
O  4.621  0.143  0.005
N  3.444  0.353  0.655
H  -3.330  -1.458  -2.753
H  -1.863  -2.142  -3.465
H  -2.139  -2.230  -1.715
H  -1.774  0.414  -3.223
H  -0.448  -0.458  -2.426
H  -3.881  0.872  -2.795
H  -6.022  1.722  -2.003
H  -6.423  2.083  0.406
H  -4.622  1.574  2.030
H  -3.418  -0.899  2.252
H  -1.837  -0.658  3.063
H  0.078  -1.110  1.759
H  -0.342  -3.448  0.011
H  1.382  -1.065  -0.342
H  0.977  -2.316  -1.521
H  3.215  -3.010  -1.209
H  3.331  -2.115  0.307
H  3.281  -4.397  1.093
H  2.072  -4.854  -0.115
H  1.662  -2.953  2.233
H  0.744  -4.436  1.913
H  -2.015  3.138  1.048
H  -0.938  2.468  -0.173
H  0.236  3.394  2.467
H  -0.195  4.601  1.237
H  1.403  1.479  1.559
H  3.990  3.226  -0.818
H  6.362  2.205  -1.936
H  7.081  1.076  -0.771
H  6.213  0.451  -2.170

Properties
Structure (SMILES): CCOc1ccccc1N(CC(=O)NC1CCCC1)C(=O)CCC(=O)Nc1cc(C)on1
Net charge: 0
2S+1: 1
Energy, Ha: -1489.6994
ΔE to the lowest compared entry with this formula, charge and spin, eV: 0.207
Strongest force on any atom, Eh/bohr: 0.025

- Which of these has the lowest energy?
  C60H42Cl5FGeO5P3STl

- Which value of 2S+1 does entry 2 give?
  1

- Which of these has the highest energy?
  C4H6S2

Copy entry 1 word for word.
ORCA calculation (the ωB97M-V functional and the def2-TZVPD basis) on C24H33N5O4 in the gas phase.

Cartesian coordinates (Å):
C  -5.983  -0.769  -0.578
C  -5.653  0.580  0.030
O  -4.302  0.920  -0.297
C  -3.930  2.157  0.103
O  -4.651  2.902  0.723
N  -2.673  2.479  -0.288
C  -1.739  1.580  -0.922
C  -0.557  1.307  0.024
N  0.025  2.552  0.469
C  1.223  3.019  0.085
C  2.357  2.522  -0.569
N  2.693  1.375  -1.197
C  4.094  1.050  -1.379
C  4.581  0.252  -0.155
N  3.586  -0.765  0.140
C  3.803  -2.037  -0.518
C  2.509  -2.843  -0.450
N  2.122  -3.047  0.933
C  0.954  -3.911  1.079
C  -0.286  -3.366  0.412
C  -0.552  -3.658  -0.921
C  -1.619  -3.068  -1.577
C  -2.436  -2.175  -0.906
C  -2.197  -1.896  0.429
C  -1.129  -2.487  1.082
C  1.986  -1.780  1.623
C  3.296  -0.998  1.538
C  3.084  3.789  -0.405
O  4.182  4.190  -0.720
C  1.873  4.320  0.330
O  1.548  5.332  0.910
C  -0.925  3.443  1.103
C  -2.087  3.729  0.147
H  -5.350  -1.545  -0.157
H  -5.839  -0.740  -1.655
H  -7.021  -1.011  -0.370
H  -6.315  1.362  -0.356
H  -5.758  0.559  1.121
H  -2.241  0.648  -1.174
H  -1.364  2.052  -1.838
H  0.189  0.701  -0.489
H  -0.920  0.757  0.901
H  2.172  0.539  -0.947
H  4.183  0.447  -2.287
H  4.666  1.969  -1.497
H  5.579  -0.168  -0.341
H  4.652  0.934  0.696
H  4.616  -2.606  -0.037
H  4.068  -1.864  -1.563
H  1.732  -2.303  -1.020
H  2.662  -3.821  -0.912
H  0.782  -4.044  2.150
H  1.216  -4.881  0.647
H  0.079  -4.359  -1.449
H  -1.810  -3.304  -2.613
H  -3.262  -1.705  -1.418
H  -2.845  -1.213  0.959
H  -0.953  -2.272  2.127
H  1.183  -1.158  1.189
H  1.747  -1.980  2.670
H  4.095  -1.570  2.037
H  3.178  -0.039  2.048
H  -0.424  4.370  1.379
H  -1.312  2.956  2.005
H  -2.862  4.314  0.642
H  -1.720  4.276  -0.729

Properties
Structure (SMILES): CCOC(=O)N1CCN(c2c(NCCN3CCN(Cc4ccccc4)CC3)c(=O)c2=O)CC1
Net charge: 0
2S+1: 1
Energy, Ha: -1509.0691
ΔE to the lowest compared entry with this formula, charge and spin, eV: 2.198
Strongest force on any atom, Eh/bohr: 0.014